Entry 1:
6
Properties=species:S:1:pos:R:3:forces:R:3:nbo_charge:R:1 method="wB97M-V/def2-TZVPD" homo_energy_ha=-0.3642 spin_multiplicity=1 smiles="CN=O" e_above_lowest_kcal_mol=87.2 e_tot_ev=-4619.641
O 2.588 0.233 -0.065 -5.9 -4.2 1.0 -0.29
H 0.100 1.014 0.431 0.6 -2.4 -0.9 0.22
H -0.514 -0.728 0.319 -0.3 -1.1 1.4 0.22
C 0.250 -0.085 -0.024 -0.3 3.6 0.5 -0.54
N 1.590 -0.628 0.121 4.9 3.8 -1.1 0.13
H -0.133 -0.010 -1.036 1.0 0.2 -0.8 0.25

=====

Entry 2:
131
Properties=species:S:1:pos:R:3:forces:R:3:lowdin_charge:R:1 method="wB97M-V/def2-TZVPD" total_charge=-1 homo_energy_ha=-0.0768 spin_multiplicity=1 e_tot_ev=-69446.948
C 2.194 3.997 -0.307 0.0 0.0 -0.1 -0.05
C 6.666 -5.249 -6.843 0.0 0.0 0.1 -0.06
H 5.238 0.140 -3.367 0.0 0.0 0.0 0.06
H -9.737 -3.288 4.124 -0.1 0.0 -0.1 0.07
H 2.726 -1.605 -2.683 0.0 0.0 0.0 0.08
H -6.366 4.210 -4.043 0.0 0.0 0.0 0.08
H -0.340 2.928 -2.305 0.0 -0.1 0.0 0.08
H 8.382 -2.843 -8.650 0.0 0.0 0.0 0.08
H 5.699 -5.152 -7.344 0.0 0.0 0.0 0.08
C -6.422 0.705 5.228 0.0 -0.3 -0.7 -0.27
H -2.190 0.164 5.326 0.0 0.2 -0.1 0.06
H -7.008 6.468 -1.966 0.0 0.0 0.0 0.08
O -5.662 4.450 -0.754 0.1 0.0 0.0 -0.06
H -3.271 1.787 3.796 -0.3 -0.1 0.2 0.03
H -5.111 -3.511 4.645 0.0 0.0 0.0 0.05
C -1.884 1.573 -4.159 -0.1 0.0 -0.1 -0.06
C 7.782 -3.744 -8.524 0.0 0.1 0.0 -0.06
C 4.400 0.599 -2.841 0.0 0.1 0.0 -0.06
N -8.714 -1.643 3.386 0.1 0.1 0.1 0.02
H 2.680 -0.401 1.143 0.0 0.0 0.0 0.05
H 4.589 1.670 -2.766 0.0 0.0 0.0 0.09
H -4.545 4.713 -2.396 0.0 0.1 0.0 0.11
H -0.917 -1.994 5.519 0.0 0.0 0.1 0.06
C -5.075 0.262 5.665 -0.6 0.2 0.9 -0.52
C -1.582 2.904 2.214 0.1 0.0 0.0 -0.07
H 6.847 -3.604 -9.074 0.0 0.0 0.0 0.08
H -3.843 3.900 0.961 0.0 0.0 0.0 0.06
H -1.334 3.462 1.307 0.0 0.0 0.0 0.07
H -2.295 -2.850 4.809 0.0 -0.1 0.0 0.05
H 1.894 3.818 -1.339 0.0 0.0 0.0 0.06
C -5.497 -6.942 4.991 0.0 -0.1 0.1 -0.07
O -3.149 2.717 4.043 0.2 0.0 -0.1 -0.07
H -1.897 -0.597 3.746 0.1 0.1 0.0 0.05
H 2.209 2.054 2.563 0.0 0.0 0.0 0.08
C -7.878 -0.659 3.694 -0.3 0.0 -0.1 -0.14
H 6.005 -2.737 -6.916 0.0 0.0 0.0 0.09
H 0.920 2.465 0.492 0.0 0.0 0.0 0.13
H -3.205 -5.756 4.706 0.0 0.1 0.0 0.08
H -1.077 1.066 -4.689 0.0 0.0 0.0 0.08
H -6.583 -6.972 4.893 0.0 0.0 0.0 0.08
C -6.455 3.946 -2.988 0.0 -0.1 0.0 -0.06
O 2.012 0.994 -2.868 -0.1 -0.1 -0.2 -0.07
C -2.003 -1.977 5.391 0.0 0.2 -0.1 -0.18
C -5.443 -4.507 4.357 0.0 0.1 0.0 -0.05
H -2.784 3.348 -2.507 0.0 0.0 0.0 0.09
H 10.988 -0.596 -3.505 0.0 0.0 0.0 0.08
H -5.335 6.938 -1.653 0.0 0.0 0.0 0.08
H 3.621 1.845 -0.015 0.0 -0.1 0.0 0.09
C 4.415 -0.719 2.361 0.0 -0.2 0.0 -0.50
H -2.728 4.464 3.145 0.0 0.0 0.0 0.13
H 5.402 -2.633 2.488 0.0 0.0 0.0 0.08
C 2.796 -1.150 -3.675 -0.1 0.0 -0.1 -0.06
C -5.971 6.311 -2.278 0.0 0.0 0.1 -0.06
H 2.431 -1.604 2.422 0.0 0.0 0.0 0.08
O 6.849 -2.862 -6.469 0.0 0.0 0.0 -0.06
H 1.821 3.775 2.435 0.0 0.0 0.0 0.08
H 4.463 -2.214 3.928 0.0 0.0 0.0 0.08
H 9.274 -2.368 -4.297 0.0 0.0 0.0 0.08
H -1.576 3.506 -5.041 0.0 0.0 0.0 0.14
H -2.822 1.394 -4.687 0.0 0.0 0.0 0.08
H -4.206 2.284 1.592 0.0 0.0 0.0 0.09
H 0.535 2.858 -3.831 0.0 0.0 0.0 0.07
H -5.430 -5.286 6.354 0.0 0.0 0.0 0.14
C 8.831 -0.375 -3.563 0.1 -0.2 0.1 -0.50
H 3.255 4.266 -0.306 0.0 0.0 0.0 0.08
C -4.030 3.327 1.869 0.0 0.0 0.0 -0.06
H -5.183 -0.446 6.488 0.2 -0.1 0.0 0.05
H 8.807 0.087 -4.552 0.0 0.0 0.0 0.14
C -2.432 -0.691 4.691 -0.1 -0.4 0.2 -0.59
O 2.677 1.643 -0.030 -0.1 -0.1 0.0 -0.08
C -0.303 3.331 -3.322 -0.1 0.2 0.0 -0.07
H 1.975 0.640 -1.970 0.1 0.3 0.1 0.07
C -9.071 -2.469 4.375 -0.2 -0.1 -0.1 -0.24
H 8.317 -4.584 -8.970 0.0 0.0 0.0 0.08
C -5.590 4.847 -2.121 -0.2 0.0 0.0 -0.50
H 6.478 -5.410 -5.782 0.0 0.0 0.0 0.08
C 2.383 2.959 1.980 0.0 -0.1 0.0 -0.05
H -6.359 1.358 4.351 0.1 0.1 0.0 0.04
C 8.521 -1.857 -3.693 -0.1 0.0 0.0 -0.06
H 4.368 0.195 -1.824 0.0 0.0 0.0 0.07
H 8.499 -2.326 -2.704 0.1 0.0 0.0 0.08
H 7.550 -2.006 -4.162 0.0 0.0 0.0 0.06
C -8.624 -2.310 5.675 0.1 0.0 0.2 -0.13
H 10.213 -0.551 -1.915 0.0 0.0 0.0 0.08
C -7.341 -0.388 4.973 0.2 0.4 0.4 -0.32
H 7.171 -6.128 -7.245 0.0 0.0 0.0 0.08
H 8.437 -4.085 -6.509 0.0 0.0 0.0 0.13
C -7.774 -1.264 5.983 0.1 -0.4 -0.1 -0.07
C 1.972 2.750 0.533 0.1 0.2 0.0 -0.48
C -5.021 -5.548 5.377 -0.1 0.0 -0.2 -0.50
H 4.175 0.112 3.027 0.0 0.0 0.0 0.13
H 3.377 -2.017 0.985 0.0 0.0 0.1 0.08
H -7.580 -0.007 2.879 0.0 0.0 -0.1 0.09
H -5.002 -4.736 3.380 0.0 0.0 0.0 0.08
H -6.161 2.904 -2.864 0.0 0.0 0.0 0.08
O 7.804 0.284 -2.826 0.0 0.1 -0.1 -0.06
C 10.190 -0.131 -2.925 0.0 0.1 0.0 -0.06
H -2.477 -2.050 6.368 0.0 -0.1 0.1 0.07
H 7.781 -0.096 -1.940 0.0 0.0 0.0 0.09
H -5.060 -7.236 4.032 0.0 0.0 0.0 0.08
O -3.602 -5.548 5.559 0.0 -0.1 0.1 -0.07
H 3.590 -1.657 -4.228 0.0 0.0 0.0 0.07
H -6.571 4.548 -0.449 0.0 0.0 0.0 0.09
H -5.871 6.636 -3.314 0.0 0.0 0.0 0.08
O 5.303 -0.162 1.383 0.0 0.1 0.0 -0.07
H 1.848 -1.318 -4.187 0.0 0.0 0.0 0.08
H -7.506 4.035 -2.697 0.0 0.0 0.0 0.08
H -7.431 -1.110 6.999 0.0 0.0 0.1 0.10
H 1.627 4.842 0.085 0.0 0.0 0.0 0.08
H -0.119 4.404 -3.249 0.0 0.0 0.0 0.08
H -4.945 3.701 2.329 0.0 0.0 0.0 0.08
C -1.613 3.064 -4.043 0.0 -0.2 0.1 -0.49
H -1.968 1.126 -3.164 0.0 0.0 0.0 0.08
C 7.494 -3.992 -7.052 -0.1 -0.1 -0.1 -0.50
H -8.965 -2.997 6.441 0.0 0.0 0.1 0.08
C 3.145 -1.215 1.695 -0.1 0.1 -0.1 -0.05
S -4.204 -0.647 4.276 0.3 0.2 -0.5 0.81
C -2.868 3.422 2.844 -0.1 -0.1 -0.1 -0.50
H 6.021 -1.427 3.622 0.0 0.0 0.0 0.08
H 3.104 0.791 -4.542 0.0 0.0 0.0 0.14
C 3.077 0.340 -3.546 0.1 -0.1 0.2 -0.49
H -6.529 -4.480 4.244 0.0 0.0 0.0 0.08
H 3.449 3.199 2.038 0.0 0.0 0.0 0.08
H -5.192 -7.675 5.739 0.0 0.0 0.0 0.07
H -0.750 2.979 2.915 0.0 0.0 0.0 0.07
H 10.391 0.937 -2.848 0.0 0.0 0.0 0.08
H -1.700 1.849 1.946 0.0 0.0 0.0 0.08
O -2.708 3.718 -3.396 0.1 0.0 0.0 -0.07
H 5.528 -0.869 0.768 0.0 0.0 0.0 0.08
C 5.115 -1.812 3.152 0.1 0.1 0.0 -0.06
H -4.426 1.073 5.997 0.2 0.0 -0.2 0.05

=====

Entry 3:
9
Properties=species:S:1:pos:R:3:forces:R:3:nbo_charge:R:1 method="wB97M-V/def2-TZVPD" homo_energy_ha="-0.3160 / -0.2867" spin_multiplicity=1 e_above_lowest_kcal_mol=67.2 e_tot_ev=-13773.506
H 1.559 -0.515 -1.206 -0.1 0.2 -1.7 0.20
H -1.212 2.049 0.499 -2.9 2.6 1.3 0.41
I -4.073 -0.178 0.008 1.0 0.0 0.1 -0.43
C -0.659 0.239 0.199 -3.1 2.5 0.4 0.77
C 1.399 -0.666 -0.186 -0.5 -1.1 -0.2 -0.25
H 1.935 0.034 0.349 0.5 1.8 1.5 0.20
O -0.004 -0.784 0.107 0.5 -1.9 -0.3 -0.45
H 1.666 -1.617 0.114 1.4 -1.9 0.2 0.21
N -0.612 1.439 0.117 3.2 -2.2 -1.4 -0.66

=====

Entry 4:
22
Properties=species:S:1:pos:R:3:forces:R:3:nbo_charge:R:1 method="wB97M-V/def2-TZVPD" homo_energy_ha=-0.3121 spin_multiplicity=1 smiles=C[C@]12CC[C@@H]3C[C@H]3[C@H]1N2 e_above_lowest_kcal_mol=141.7 e_tot_ev=-9990.696
H -0.687 -2.189 -0.932 0.4 1.5 1.4 0.21
C -0.774 1.523 0.044 8.0 -7.3 6.9 -0.35
H -2.858 0.348 -1.351 0.9 0.0 1.2 0.22
H 1.209 1.881 -1.108 0.0 1.1 0.6 0.21
H 0.915 -0.195 -1.648 0.8 -1.0 0.7 0.19
C -0.292 -1.281 -0.328 0.9 -0.4 -0.4 -0.08
C 2.386 -0.647 -0.077 4.7 0.3 -1.7 -0.42
H -1.383 -1.273 1.468 -1.0 -1.8 0.6 0.36
H -2.806 -1.142 -0.560 -0.9 -0.9 0.5 0.21
C 0.900 1.815 -0.052 -1.4 -2.6 1.4 -0.40
H 0.972 -0.018 1.345 1.0 1.3 -1.3 0.26
H -3.119 0.311 0.373 -2.5 1.4 2.7 0.21
H -1.007 1.657 1.147 0.1 0.4 -1.3 0.20
H -1.313 2.062 -0.491 -4.8 4.6 -5.1 0.17
H 2.871 -1.509 0.387 -0.5 0.6 1.0 0.23
C -2.579 -0.117 -0.353 1.5 -1.9 -3.3 -0.63
N -0.496 -1.022 1.108 -2.6 1.1 -1.4 -0.63
C 1.457 0.358 0.390 -2.6 0.4 1.8 -0.24
H 3.192 -0.153 -0.704 -0.9 -1.1 0.0 0.21
C 1.094 -0.767 -0.688 -2.7 3.0 -1.6 -0.26
H 1.072 2.631 0.734 0.4 -1.0 -1.8 0.22
C -1.124 -0.092 -0.005 1.1 2.3 -0.8 0.12

=====

Entry 5:
27
Properties=species:S:1:pos:R:3:forces:R:3:nbo_charge:R:1 method="wB97M-V/def2-TZVPD" total_charge=+3 homo_energy_ha="-0.6722 / -0.6723" spin_multiplicity=1 e_above_lowest_kcal_mol=26.4 e_tot_ev=-74043.230
C 3.408 1.076 -1.616 2.1 1.8 -1.5 0.49
H -0.608 4.081 -2.847 -0.1 0.1 0.5 0.22
Ga 1.275 -0.220 -0.386 -1.4 -2.2 1.5 1.17
H -1.938 -0.538 -1.131 -0.2 0.0 0.1 0.25
O 4.196 1.695 -2.158 -2.4 -2.0 1.7 -0.27
H -2.109 -2.870 2.391 -0.1 0.1 -0.1 0.48
N -1.803 -2.270 1.628 0.4 0.6 -0.8 -0.44
O 0.429 -0.764 -3.293 1.6 1.9 6.1 -0.14
N -0.472 -1.093 0.369 1.6 1.1 -1.0 -0.67
H -0.126 4.778 -1.179 -0.3 -0.3 -0.3 0.22
C 1.672 1.033 1.047 2.3 5.0 6.1 0.53
C -0.545 -1.817 1.480 -0.9 -1.0 0.9 0.44
H -2.531 2.894 -1.795 0.3 0.3 0.2 0.21
H 1.338 -2.676 1.954 0.0 -0.1 0.2 0.24
C 2.742 -1.931 -0.233 2.7 -3.2 -0.3 0.56
H -3.637 -2.046 0.463 0.2 0.0 0.1 0.30
C -0.791 4.129 -1.765 0.2 -0.1 0.0 -0.36
H 0.919 -1.209 2.886 0.0 -0.1 0.2 0.25
H 0.103 -2.752 3.237 0.4 0.1 0.0 0.30
C 0.528 -2.129 2.444 0.1 0.1 -0.1 -0.68
O 3.456 -2.826 -0.274 -2.9 3.7 0.2 -0.20
C 0.733 -0.442 -2.218 -2.2 -1.9 -8.3 0.51
H -2.046 3.590 -0.126 0.1 0.0 -0.5 0.21
O 1.970 1.696 1.953 -1.8 -3.6 -5.0 -0.13
C -2.585 -1.811 0.575 0.7 0.3 -0.2 0.01
C -1.826 3.488 -1.197 0.1 -0.3 0.1 -0.39
C -1.751 -1.068 -0.209 -0.3 -0.3 0.0 -0.09

=====

Entry 6:
57
Properties=species:S:1:pos:R:3:forces:R:3:nbo_charge:R:1 method="wB97M-V/def2-TZVPD" homo_energy_ha=-0.2915 spin_multiplicity=1 smiles=ClC(Cl)(Cl)Cl.Oc1ccc(O)cc1.Oc1ccc(O)cc1.Fc1ccccc1.Fc1ccccc1 e_above_lowest_kcal_mol=0.0 e_tot_ev=-89995.198
C 9.700 -19.357 18.066 1.0 -0.2 0.5 -0.24
C 7.305 -14.179 23.477 0.4 -0.6 -0.3 -0.20
C 7.211 -14.281 25.897 -0.5 0.3 -0.7 -0.19
C 7.401 -19.518 19.609 0.0 -0.3 -0.7 -0.25
C 11.375 -14.681 21.903 1.4 0.8 1.2 0.39
Cl 16.959 -15.916 21.464 -0.1 -0.1 -0.2 0.03
H 7.248 -13.765 26.845 0.3 -0.1 0.0 0.23
Cl 14.766 -17.430 20.281 0.3 0.1 -0.1 0.07
H 12.444 -11.604 25.214 0.1 0.2 -0.1 0.23
C 6.713 -15.557 25.801 -1.0 -1.0 -0.1 -0.29
C 9.545 -9.797 25.266 -0.4 -0.2 0.9 -0.23
C 12.034 -12.392 22.214 -0.1 -0.5 0.2 -0.20
C 8.912 -10.407 26.349 0.6 0.3 -0.4 -0.25
H 8.323 -18.099 20.875 0.1 0.2 -0.2 0.21
C 13.352 -12.793 22.389 0.6 0.5 -1.5 -0.25
F 6.049 -17.402 24.473 -0.2 -0.1 0.2 -0.33
C 10.869 -11.844 26.643 -0.1 0.8 -0.1 -0.25
C 6.843 -15.494 23.375 -0.3 0.4 0.3 -0.28
H 10.010 -13.045 21.888 0.1 0.0 0.1 0.22
H 6.357 -16.136 26.648 0.3 0.1 0.1 0.22
H 10.388 -17.096 20.174 -0.1 -0.1 0.1 0.49
O 11.349 -9.646 23.771 -0.4 0.3 -0.2 -0.70
C 6.500 -16.138 24.551 0.9 0.5 -0.3 0.40
O 6.572 -21.258 18.240 -0.3 0.1 0.2 -0.68
H 14.135 -12.044 22.310 0.0 0.0 0.5 0.21
C 7.568 -20.359 18.521 0.4 -0.4 -0.3 0.28
H 11.359 -12.578 27.268 0.1 -0.2 -0.3 0.21
H 7.920 -12.606 24.777 -0.1 0.0 -0.1 0.22
Cl 17.118 -18.775 21.273 -0.1 0.0 -0.1 0.05
C 9.596 -11.416 26.990 -0.2 -1.8 0.9 0.28
C 13.702 -14.127 22.233 -0.7 -0.6 0.8 -0.18
C 12.690 -15.068 22.108 -0.4 -0.7 -0.6 -0.28
F 10.474 -15.652 21.696 -0.6 0.0 -0.1 -0.33
H 7.952 -10.110 26.744 -0.1 0.0 -0.2 0.23
H 6.734 -15.981 22.416 -0.1 -0.1 0.0 0.23
C 11.485 -11.236 25.557 -0.1 -0.7 0.7 -0.26
H 9.351 -12.796 28.434 0.6 0.1 -0.3 0.49
C 16.525 -17.319 20.446 0.0 0.0 0.7 -0.22
O 10.670 -17.818 19.601 0.4 0.2 -0.1 -0.68
C 7.500 -13.605 24.707 0.4 0.7 0.9 -0.23
H 12.298 -9.512 23.813 0.1 -0.2 0.4 0.48
H 12.870 -16.137 22.112 0.3 0.1 -0.1 0.23
C 10.807 -10.234 24.909 0.6 0.7 -1.4 0.26
O 8.881 -12.128 27.935 -0.8 0.7 0.2 -0.70
H 7.628 -13.640 22.596 -0.2 0.0 -0.1 0.21
H 14.700 -14.535 22.288 0.2 0.5 0.1 0.22
C 8.430 -18.656 19.946 0.0 0.1 1.0 -0.27
H 6.461 -19.586 20.138 0.1 0.2 0.3 0.23
H 6.887 -21.969 17.678 0.2 0.1 -0.1 0.48
C 9.625 -18.610 19.244 -1.0 0.1 -0.8 0.27
H 8.879 -20.950 16.912 -0.1 0.0 -0.1 0.21
H 10.595 -19.301 17.457 0.0 0.1 0.1 0.22
Cl 17.308 -17.151 18.895 0.0 0.0 -0.3 0.08
H 11.733 -11.357 22.170 0.2 0.1 0.2 0.24
C 11.043 -13.345 22.038 -1.0 -0.3 -0.8 -0.27
C 8.734 -20.289 17.758 -0.6 0.1 0.1 -0.28
H 9.073 -8.967 24.761 0.1 0.0 -0.2 0.23

=====

no.,largest force on an atom (eV Å⁻¹)
1,7.29
2,1.08
3,4.11
4,12.78
5,8.76
6,2.00